Entry 1:
Entry from the Open Molecules 2025 dataset: a structure of composition C30H38BCsN4O4Si at a distorted geometry (wB97M-V/def2-TZVPD).

Results
HOMO-LUMO gap (eV): 4.718
Energy above the lowest of the compared OMol25 structures with the same formula, charge and spin (kcal/mol): 13.13

Structure (ORCA input):
```
! RIJCOSX wB97M-V def2-TZVPD def2/J DEFGRID3
* xyz -2 1
Cs -0.286 -0.142 -0.119
C -0.813 2.089 2.642
O -0.742 2.297 1.236
C -1.318 3.409 0.716
C -1.822 4.436 1.509
C -2.395 5.560 0.925
C -2.478 5.667 -0.451
C -1.988 4.638 -1.244
C -1.398 3.509 -0.689
N -0.965 2.400 -1.488
N -0.737 2.751 -2.677
C -0.449 1.823 -3.655
C -0.674 0.409 -3.566
O -1.090 -0.191 -2.542
C -0.423 -0.358 -4.782
C 0.004 0.209 -5.926
C 0.226 1.620 -6.032
C 0.666 2.197 -7.235
C 0.876 3.550 -7.340
C 0.647 4.356 -6.213
C 0.223 3.812 -5.025
C -0.009 2.422 -4.893
H -0.256 2.867 3.170
H -1.852 2.058 2.973
H -0.362 1.117 2.840
H -1.776 4.357 2.584
H -2.790 6.343 1.562
H -2.940 6.531 -0.912
H -2.070 4.677 -2.321
H -0.569 -1.428 -4.704
H 0.195 -0.404 -6.802
H 0.839 1.544 -8.084
H 1.220 3.988 -8.269
H 0.814 5.425 -6.275
H 0.067 4.446 -4.164
N 0.149 -3.192 -2.809
C -0.630 -4.328 -2.326
C -0.830 -4.386 -0.815
C 0.412 -4.823 -0.048
C 0.277 -4.554 1.447
N 0.165 -3.131 1.694
H -0.365 -2.332 -2.631
H 1.020 -3.115 -2.294
H -0.148 -5.252 -2.668
H -1.603 -4.290 -2.825
H -1.672 -5.044 -0.568
H -1.086 -3.399 -0.423
H 1.285 -4.260 -0.402
H 0.626 -5.882 -0.230
H 1.121 -5.031 1.973
H -0.636 -5.035 1.816
H 1.045 -2.643 1.534
H -0.198 -2.892 2.607
C 4.691 -2.427 0.334
Si 3.432 -0.996 0.726
C 4.078 -0.567 2.509
C 4.349 0.429 -0.228
H 5.728 -2.120 0.537
H 4.628 -2.734 -0.716
H 4.476 -3.314 0.940
H 5.172 -0.454 2.525
H 3.806 -1.348 3.228
H 3.637 0.367 2.874
H 5.421 0.447 0.014
H 3.930 1.409 0.027
H 4.247 0.317 -1.313
O -3.502 -0.499 4.076
B -2.539 -1.104 3.142
O -1.531 -1.662 4.060
C -1.887 -1.406 5.337
C -1.241 -1.739 6.509
C -1.838 -1.346 7.712
C -3.036 -0.646 7.722
C -3.684 -0.311 6.528
C -3.090 -0.700 5.345
H -0.305 -2.282 6.489
H -1.353 -1.590 8.650
H -3.476 -0.353 8.668
H -4.620 0.235 6.522
*
```

Entry 2:
Entry from the Open Molecules 2025 dataset: a structure of composition C3H6ClN4 at a distorted geometry (wB97M-V/def2-TZVPD).

Results
HOMO-LUMO gap (alpha / beta) (eV): 5.378 / 6.308
<S²>: 2.019
Energy above the lowest of the compared OMol25 structures with the same formula, charge and spin (kcal/mol): 105.11

Structure (ORCA input):
```
! RIJCOSX wB97M-V def2-TZVPD def2/J DEFGRID3
* xyz 1 3
C -1.429 -0.233 1.226
C 1.305 -0.725 -1.081
C -0.187 1.552 0.077
N -1.119 -2.041 1.043
N -0.206 -2.003 0.266
N 0.225 -0.865 -0.147
N -0.511 0.195 0.419
Cl -2.528 0.519 2.161
H 1.597 0.314 -1.198
H 2.162 -1.284 -0.708
H 1.017 -1.129 -2.052
H -0.802 2.224 0.675
H 0.862 1.746 0.302
H -0.384 1.730 -0.984
*
```

Entry 3:
Entry from the Open Molecules 2025 dataset: a structure of composition C3H7N5 at a distorted geometry (wB97M-V/def2-TZVPD).

Results
HOMO-LUMO gap (eV): 8.498
Energy above the lowest of the compared OMol25 structures with the same formula, charge and spin (kcal/mol): 97.83

Structure (ORCA input):
```
! RIJCOSX wB97M-V def2-TZVPD def2/J DEFGRID3
* xyz 0 1
C -1.138 0.270 -0.788
C 0.780 0.610 -0.121
C 0.551 -0.683 0.094
H -2.961 0.082 0.031
H -2.848 1.461 -1.184
H 2.403 1.609 -0.767
H 1.937 2.112 0.741
H 0.885 -2.799 1.110
H 2.118 -1.250 1.416
H -1.037 -1.956 -0.121
N -2.639 0.405 -1.095
N -0.259 1.194 -0.710
N 2.074 1.309 0.223
N 0.896 -1.452 1.358
N -0.762 -0.913 -0.186
*
```

In order of appearance, total energy = -2020.458781; -796.550073; -392.143140 Eh.